[1]
Entry from the OMol25 dataset: a structure of composition C13H27AgCl12NiO5P at a distorted geometry (wB97M-V/def2-TZVPD).

Structure (XYZ):
```
60
Properties=species:S:1:pos:R:3:forces:R:3:mulliken_charge:R:1
H -0.585331 -2.554985 -4.448113 0.12 -0.20 -0.09 0.193
H -2.198243 -1.808718 1.394456 0.25 0.07 0.38 0.089
Cl -2.302276 5.484803 2.284348 -0.17 0.00 -0.18 -0.199
O 5.490125 -0.934387 -0.027769 2.68 -1.08 0.89 -0.709
O 5.721653 -3.509818 -0.995678 0.00 2.02 2.44 -0.562
H -0.253794 2.538647 -3.075189 -0.43 0.49 -0.56 0.241
H -2.224695 -4.931468 -1.312210 0.42 0.45 0.17 0.391
Cl -3.550298 -4.872689 -3.146538 -0.51 0.01 -0.32 -0.209
Cl -0.642101 4.943575 -2.619521 0.32 -0.19 -0.42 -0.221
H -2.853571 3.063175 -2.682275 0.42 0.75 0.03 0.370
C 0.473754 -1.022631 -3.505996 -0.42 0.35 1.66 0.306
C 4.709072 2.341572 2.332198 -0.68 -0.41 0.27 -0.321
C 3.353905 2.316328 2.982207 -0.20 -0.12 1.24 -0.481
H 5.388081 1.601049 2.754898 -0.09 0.08 -0.04 0.312
Cl -3.198394 -1.727908 -2.852690 -0.12 0.36 -0.32 -0.167
C -2.517405 3.745223 2.582965 1.22 -0.59 -0.05 -0.396
P 5.059455 -2.394459 -0.060903 -0.21 -1.29 -2.40 1.112
Cl -2.410420 1.187498 -1.553536 0.32 -0.65 0.25 -0.030
H 1.114912 1.077366 0.526425 -0.02 0.40 -0.47 -0.069
H -1.401977 -4.091166 -2.682481 -0.02 -0.29 0.13 0.153
C -2.107434 2.896090 -1.905445 -0.20 -0.42 0.20 -0.631
H 0.023650 3.023439 -1.474080 -0.30 0.01 0.26 0.110
H -2.419762 -2.681219 3.745823 -0.15 0.02 0.28 0.320
C -2.316100 -4.178781 -2.095286 0.39 0.82 0.52 -0.420
H -0.163448 -0.158705 -3.694978 0.07 -0.24 -0.88 0.315
H -0.710884 2.993418 1.537050 0.18 0.34 0.26 0.050
H -3.020641 3.638333 3.543923 0.19 -0.06 -0.10 0.390
C -2.745037 -1.293952 2.184489 -0.65 -0.32 0.72 -0.092
Cl -3.867494 -3.636662 2.256203 -0.97 -1.66 -0.52 -0.174
O 4.172131 -2.834885 1.076362 1.18 -1.26 3.89 -0.610
H 0.302974 0.037233 1.596778 -0.11 -0.46 0.50 0.088
H -3.436156 -2.820344 -0.793385 0.23 0.24 0.09 0.268
H -1.320612 1.972834 2.852074 -0.16 -0.04 -0.36 -0.108
H -2.333484 3.420848 -0.977194 -0.15 0.26 -0.33 0.246
Cl 4.443212 1.946587 0.637831 0.61 0.71 -0.75 -0.107
O 3.825572 -2.293276 -0.993990 -2.43 -0.29 -4.38 -0.584
C -2.635493 -2.753583 -1.529996 -0.19 -1.61 -0.54 0.222
H -3.116365 3.284878 1.797201 -0.20 0.29 -0.02 0.302
Cl 2.108074 -0.395638 -3.179059 0.07 0.10 -0.38 -0.130
C -3.292884 -2.320081 3.202374 1.52 0.96 -0.44 -0.428
C -1.160140 3.001754 2.530126 -0.49 -0.07 1.32 0.161
Ni 2.384176 -2.901535 0.288916 -0.27 0.92 -0.02 0.308
H 0.005593 -0.210941 -0.121379 -0.41 0.46 -0.23 0.045
O 1.869953 -0.846862 0.446809 -0.37 0.54 0.12 -0.438
Cl 2.802787 0.667199 3.480852 0.30 0.59 -0.23 -0.155
Ag 3.719010 -0.116684 -0.853671 -1.61 0.92 -0.14 0.564
C -0.672739 3.178113 -2.298233 0.13 -0.06 0.64 -0.084
H 2.550085 2.742460 2.381889 0.31 -0.04 -0.09 0.186
H 0.064840 -1.370368 -2.557331 0.33 -0.14 0.36 -0.443
H -1.711988 -2.306304 -1.162334 -0.15 -0.16 0.32 -0.243
H -4.070078 -1.974870 3.884216 0.16 0.23 -0.23 0.338
H 3.470885 2.929068 3.876059 -0.42 -0.21 0.30 0.341
Cl 0.944794 -1.755862 -6.064719 -0.07 -0.10 -0.21 -0.222
H -2.115086 -0.572061 2.704230 -0.18 0.25 -0.32 0.128
H 1.143734 -2.974414 -4.071675 -0.22 0.05 0.09 0.356
H 5.102412 3.347022 2.482035 0.20 -0.04 -0.55 0.304
C 0.769767 0.046988 0.611832 1.31 -1.54 -0.26 -0.223
Cl -4.124042 -0.533459 1.335185 0.12 0.45 0.07 -0.176
C 0.446303 -2.205780 -4.404660 0.07 0.36 -0.64 -0.375
Cl 0.017459 3.558995 3.830561 -0.56 0.04 -0.94 -0.206
```
Forces are in eV/Å.

Output
Charge: -1
Expectation value of S²: 6.018
Spin multiplicity: 5
Lowest unoccupied orbital energy (alpha / beta) (Eh): 0.071 / 0.047
HOMO (alpha / beta) (eV): -2.5703 / -5.6753


[2]
Entry from the OMol25 dataset: a cluster of 2 separate species, C4H10N2O in total at a distorted geometry (wB97M-V/def2-TZVPD).

Structure (XYZ):
```
17
Properties=species:S:1:pos:R:3:forces:R:3:mulliken_charge:R:1
N -1.361822 2.181129 0.145569 0.17 1.70 1.95 -0.597
H 0.568386 1.508116 -0.447781 -0.32 -0.04 0.37 0.323
N 0.904316 -1.496088 1.484162 -0.56 -1.57 0.79 -0.430
C 0.018097 -1.857140 -0.706207 -0.03 0.05 0.71 -0.593
H -2.147157 2.761101 -0.231503 1.09 -0.79 0.23 0.271
H -0.981777 2.729574 0.965423 -0.71 -0.81 -1.10 0.240
H -1.165710 -1.059632 0.958852 1.40 0.10 -0.55 0.295
H 1.002633 -2.343764 -0.922801 -1.01 0.72 -0.12 0.256
H -0.773158 -1.834433 -1.469129 0.52 0.00 0.42 0.256
H 0.654128 3.151088 -2.065034 0.59 0.00 -0.69 0.283
C -0.170827 -1.390935 0.548843 -0.01 -1.22 -0.94 -0.009
C 1.345017 -2.680930 1.734401 0.39 1.39 0.01 -0.351
H 1.081052 -3.601915 1.183655 -0.39 0.45 0.23 0.316
H -0.838306 1.384154 -1.551223 0.82 0.33 -0.50 0.273
H 2.113433 -2.788635 2.523684 -0.31 0.13 -0.57 0.253
O 0.072191 3.311545 -1.335229 -0.61 -0.39 0.51 -0.528
C -0.320494 2.026764 -0.815687 -1.03 -0.05 -0.75 -0.258
```
Forces are in eV/Å.

Output
Lowest unoccupied orbital energy (Eh): 0.036
Relative energy (zero: lowest compared OMol25 entry of this formula, charge and spin) (kJ/mol): 324.44
Structure (SMILES): C=CN=C.NCO
HOMO (eV): -9.2642